Formula: C39H65O20
Source: OMol25
Level of theory: wB97M-V/def2-TZVPD

The geometry in XYZ format:
```
124
Properties=species:S:1:pos:R:3:forces:R:3:lowdin_charge:R:1
C 6.46316 -6.76703 -0.30244 0.217 -0.219 -1.275 -0.1347
C 7.03572 -5.30756 -0.77110 -0.775 -1.051 1.406 -0.2549
C 6.24127 -4.18068 0.04544 0.438 0.077 0.241 -0.2158
C 6.38318 -2.68372 -0.52514 0.607 -0.035 0.753 -0.1991
C 7.11732 -2.55122 -1.94267 -0.221 0.824 0.087 -0.2218
C 6.23830 -2.96214 -3.22210 0.132 0.343 -0.654 -0.2240
C 4.65407 -2.82873 -3.03375 0.052 -0.379 -0.062 -0.2016
C 3.97910 -4.14349 -2.40669 -0.808 0.813 1.062 -0.2088
C 2.56565 -4.53531 -3.09449 1.662 -0.514 0.918 -0.1923
C 2.02700 -5.83117 -2.31481 0.186 -0.435 -0.733 -0.2138
C 0.44277 -6.05362 -2.39379 0.048 -0.208 0.835 -0.2266
C -0.41553 -4.72110 -2.19239 -0.595 -0.510 -0.516 -0.2198
C -0.33873 -4.10800 -0.71047 -1.380 0.476 0.173 -0.1870
C -0.02315 -2.52193 -0.70995 0.878 -0.820 -0.285 -0.1048
C 1.56494 -2.36168 -0.49474 3.468 -0.177 2.454 -0.5826
O 2.21632 -1.59456 -1.28226 -1.844 -1.290 0.951 -0.1179
O 2.23242 -3.01338 0.53822 -3.512 1.980 -3.828 -0.2257
H 5.56509 -6.68596 0.39231 1.403 -0.104 -0.672 0.0679
H 7.30534 -7.43388 0.10337 -1.387 1.009 -0.252 0.0599
H 6.08232 -7.31288 -1.24864 0.502 0.773 1.497 0.0651
H 6.89345 -5.27820 -1.89812 0.478 0.393 1.564 0.0731
H 8.12744 -5.27583 -0.43122 -1.347 0.122 -0.996 0.1003
H 6.68939 -4.18227 1.11202 -0.757 -0.111 -1.579 0.1112
H 5.14456 -4.46435 0.17329 1.455 0.409 -0.378 0.0921
H 7.04054 -2.10494 0.23150 -0.970 -0.799 -1.201 0.1028
H 5.35437 -2.18621 -0.47097 1.435 -0.650 -0.415 0.1074
H 8.14438 -3.08099 -1.92750 -1.702 0.618 -0.022 0.1030
H 7.37458 -1.42994 -2.06720 -0.440 -1.659 0.227 0.1029
H 6.53154 -2.24190 -4.07428 -0.293 -1.064 1.200 0.0943
H 6.52035 -4.01267 -3.60836 -0.550 1.484 0.683 0.0946
H 4.39287 -1.91629 -2.38160 0.326 -1.471 -1.004 0.0999
H 4.16517 -2.63832 -4.05213 0.775 -0.259 1.206 0.1005
H 3.70618 -3.87114 -1.31526 0.332 -0.473 -1.640 0.0824
H 4.69053 -5.04215 -2.32148 -0.958 1.213 -0.551 0.1009
H 1.90943 -3.61129 -2.99613 0.762 -1.325 -0.271 0.0929
H 2.79325 -4.82805 -4.17743 -0.661 0.623 1.225 0.1056
H 2.44091 -5.86117 -1.23735 -0.946 0.385 -1.577 0.1144
H 2.51056 -6.74428 -2.83750 -0.648 1.302 0.855 0.1032
H 0.15900 -6.62834 -3.35358 0.415 1.146 1.260 0.1007
H 0.16287 -6.76548 -1.52913 0.340 0.961 -1.259 0.1048
H -1.51826 -5.00355 -2.39873 1.651 0.431 0.282 0.1050
H -0.16166 -3.94977 -3.01380 -0.248 -1.118 1.447 0.0936
H -1.39568 -4.21041 -0.25442 1.543 -0.037 -0.680 0.0971
H 0.35756 -4.69779 -0.01887 -0.676 1.114 -1.120 0.1060
H -0.27775 -2.09159 -1.74903 0.405 -0.621 1.664 0.0916
H -0.64504 -1.93731 0.06458 1.170 -1.055 -1.041 0.0965
C -1.75043 -1.14146 5.34064 -0.291 -0.378 0.255 -0.0137
C -1.66850 -1.53278 3.88108 0.484 0.260 0.985 -0.3293
C -1.68023 -0.36282 2.94423 0.474 0.506 -0.073 -0.1063
O -2.20401 -0.93703 1.75126 -0.568 -0.464 0.143 0.0533
C -3.00322 -1.96913 2.14503 -0.521 -0.488 -0.702 -0.5412
O -3.76296 -2.54874 1.42254 0.436 0.496 0.608 0.1469
O -2.82799 -2.25210 3.46741 -0.149 0.054 -0.733 0.0847
H -1.63910 -2.02453 5.97528 0.086 0.097 -0.041 0.0848
H -0.96432 -0.42890 5.60191 -0.014 -0.069 -0.091 0.0850
H -2.72336 -0.70352 5.57964 0.096 0.112 -0.184 0.0855
H -0.79554 -2.17278 3.71128 -0.040 0.094 -0.121 0.1682
H -0.68108 0.04444 2.77634 -0.077 -0.154 -0.245 0.1408
H -2.34863 0.44332 3.25661 0.225 -0.225 0.193 0.0982
C -7.75417 1.68048 1.88126 0.069 0.421 -0.353 -0.0041
C -6.37074 1.14202 2.17603 -1.276 -0.072 -0.407 -0.3336
C -6.26143 0.46158 3.50707 -0.307 -0.671 0.128 -0.0936
O -4.87594 0.61129 3.80363 0.456 0.663 -0.168 0.0620
C -4.47138 1.74952 3.17612 0.396 0.403 0.033 -0.5205
O -3.41679 2.29017 3.36859 -0.802 -0.313 -0.043 0.1248
O -5.41454 2.19534 2.30481 0.794 -0.187 0.519 0.0887
H -7.79737 2.07528 0.86335 -0.064 -0.093 0.089 0.0701
H -8.50991 0.89759 1.97872 0.136 -0.012 0.000 0.0961
H -8.00829 2.50768 2.54956 0.076 -0.167 0.102 0.0966
H -6.04133 0.48524 1.36294 0.060 -0.051 0.146 0.1673
H -6.53972 -0.59244 3.45977 0.261 0.063 0.063 0.1490
H -6.84065 0.95095 4.29669 -0.029 0.082 -0.150 0.1433
C -0.84808 4.14651 2.59199 0.073 0.298 -0.346 -0.0106
C 0.53821 3.60974 2.87382 -1.290 -0.001 -0.437 -0.3330
C 0.65659 2.92617 4.20305 -0.236 -0.573 0.168 -0.1020
O 2.04222 3.07567 4.49322 0.296 0.601 -0.199 0.0713
C 2.44469 4.21593 3.86569 0.911 0.332 0.162 -0.5364
O 3.49733 4.75605 4.05515 -0.798 -0.302 -0.126 0.1484
O 1.49304 4.66371 2.99763 0.685 -0.278 0.512 0.0586
H -0.89919 4.54431 1.57489 -0.006 -0.076 0.062 0.0880
H -1.60259 3.36244 2.69279 0.172 0.109 0.005 0.0585
H -1.09904 4.97175 3.26412 0.056 -0.167 0.104 0.0954
H 0.86224 2.95616 2.05631 0.055 -0.042 0.148 0.1678
H 0.37856 1.87211 4.15518 0.219 0.072 0.072 0.1287
H 0.08133 3.41366 4.99687 -0.080 0.055 -0.160 0.1452
C 1.94108 7.95017 2.46732 -0.288 -0.177 -0.360 -0.0107
C 1.11532 9.15427 2.86420 1.008 -0.708 -0.357 -0.3461
C 1.19590 9.48134 4.32549 0.488 0.250 0.332 -0.1104
O -0.03547 10.16034 4.54769 -0.461 -0.155 -0.300 0.0601
C -0.91775 9.66294 3.63453 -1.057 0.111 -0.050 -0.5402
O -2.09859 9.85953 3.66061 0.895 -0.128 -0.008 0.1518
O -0.27990 8.91210 2.69249 -0.426 0.510 0.520 0.0866
H 1.92191 7.82083 1.38212 0.074 0.025 0.093 0.0914
H 2.98120 8.06405 2.78159 -0.095 0.033 0.006 0.0975
H 1.53673 7.03126 2.89927 0.098 0.204 0.091 0.0720
H 1.38595 10.01734 2.24520 -0.050 0.055 0.145 0.1584
H 2.04520 10.12455 4.56191 -0.221 0.061 0.059 0.1407
H 1.22547 8.59646 4.96922 0.054 -0.060 -0.183 0.1438
C -3.61823 2.00530 -2.68746 -0.446 0.160 -0.241 -0.0086
C -4.86051 2.83786 -2.44972 1.345 -0.294 -0.044 -0.3327
C -5.08441 3.17145 -1.00661 0.383 0.406 0.372 -0.1064
O -6.49436 3.36770 -0.96001 -0.474 -0.332 -0.333 0.0468
C -7.02134 2.58952 -1.94878 -0.774 -0.291 -0.291 -0.5433
O -8.19017 2.35263 -2.06993 0.799 0.190 0.172 0.1445
O -6.04685 2.11460 -2.77403 -0.791 0.366 0.486 0.0972
H -3.44996 1.87667 -3.75300 -0.145 0.249 0.305 0.0707
H -2.73612 2.48518 -2.25531 -0.096 0.038 0.019 0.1035
H -3.72347 1.00357 -2.26309 -0.002 0.134 0.060 0.0928
H -4.83624 3.74029 -3.07154 -0.083 0.031 0.124 0.1589
H -4.55398 4.07445 -0.69991 -0.239 -0.030 0.055 0.1455
H -4.82482 2.35435 -0.32639 0.101 -0.006 -0.160 0.1323
C 0.16501 -1.17928 -6.44128 0.163 -0.480 0.106 -0.0177
C -1.21170 -0.97056 -5.84845 0.916 -0.079 -0.684 -0.3436
C -1.47403 0.44443 -5.42273 -0.070 0.513 -0.344 -0.1038
O -2.46037 0.27379 -4.41090 0.456 -0.893 -0.236 -0.0044
C -2.24196 -0.96114 -3.86880 -0.321 -0.773 1.079 -0.5233
O -2.75415 -1.35386 -2.86235 0.294 0.427 -0.852 0.1669
O -1.36510 -1.68136 -4.62291 -0.596 0.443 0.321 0.0891
H 0.26193 -2.19947 -6.82108 -0.010 0.115 -0.017 0.0868
H 0.34773 -0.48618 -7.26623 -0.101 -0.018 0.053 0.0872
H 0.94524 -1.05009 -5.68659 -0.149 0.128 0.007 0.0982
H -1.97973 -1.32816 -6.54393 -0.048 0.124 0.059 0.1589
H -1.85410 1.06147 -6.23923 -0.137 -0.022 0.183 0.1406
H -0.60205 0.93473 -4.97803 0.077 -0.177 -0.087 0.1480
```
Forces are in eV/Å.

Results
- E_HOMO (eV) = -4.388
- orbital gap (eV) = 6.270
- multiplicity = 1
- charge = -1